Computed, not measured: 12 unconnected molecules or ions with the total composition C57H142F3N10O23, with the ωB97M-V functional and the def2-TZVPD basis.

```
235
Properties=species:S:1:pos:R:3:forces:R:3
C 2.102953 0.957479 0.857134 -0.76 -1.83 -1.14
O 0.862117 0.378648 1.450884 0.32 -0.07 -0.14
O 2.065546 1.164330 -0.454939 -0.11 0.01 0.34
C 2.288139 2.210528 1.656772 0.35 -0.20 0.38
F 1.273543 3.034921 1.477806 -0.75 0.79 0.38
F 2.415387 1.924755 2.975769 -0.21 0.22 0.30
F 3.396664 2.883071 1.329779 0.41 0.04 -0.24
C 0.414927 -0.890110 0.947933 -0.67 1.95 -2.25
C -1.102457 -0.619918 0.571510 1.27 -2.81 -0.25
H -1.644531 -1.583134 0.324811 0.52 0.88 0.24
H -1.608620 -0.156512 1.381289 -0.33 0.38 0.99
H -1.172645 0.027082 -0.266817 0.16 0.63 -0.86
H 0.544254 -1.674705 1.630440 -0.22 -0.90 1.80
H 1.050800 -1.283444 0.095489 -0.95 1.06 0.21
H 2.853639 0.231413 1.199509 0.62 0.02 -0.11
C 3.818496 0.401310 6.052855 0.93 -1.47 1.36
O 3.356255 -0.806994 5.412892 1.02 1.51 -0.19
C 2.544477 -1.634884 6.203862 -0.48 1.63 0.91
C 1.202586 -1.727110 5.528919 -2.21 -1.03 0.23
N 0.686740 -0.405896 5.243439 -1.10 -0.17 1.63
C -0.594231 -0.259290 4.593034 -0.93 0.22 -1.53
C -1.812941 -0.228790 5.477207 -1.83 0.06 1.14
O -1.754246 0.990418 6.227864 -1.54 -0.23 2.19
C -2.753397 0.959748 7.358224 1.27 1.08 -0.92
H 4.205057 1.081314 5.314798 0.84 -0.25 -0.51
H 4.574724 0.119412 6.915896 -1.22 0.77 -1.76
H 3.028815 1.004363 6.467263 -0.81 -0.24 0.56
H 2.352507 -1.118464 7.182806 0.16 -0.47 -0.59
H 3.091976 -2.537040 6.415298 -0.17 -0.79 -0.12
H 0.500909 -2.257636 6.213551 0.37 0.28 -0.16
H 1.121903 -2.303647 4.605515 0.76 -0.51 -0.27
H 1.420884 0.056315 4.812883 1.13 1.46 -1.34
H -0.791451 -1.040502 3.838969 0.23 -0.25 -0.02
H -0.732718 0.684818 3.986378 1.06 -0.72 0.70
H -1.935263 -1.118925 6.167180 0.55 0.72 -0.47
H -2.833829 -0.190002 4.947229 1.59 -0.32 -0.04
H -3.777881 1.261742 7.002068 0.96 -0.49 0.26
H -2.422141 1.664691 8.186428 -0.22 -0.64 -1.32
H -2.723738 -0.043039 7.778347 -0.35 -0.11 0.00
C 5.446544 -3.163445 3.598672 1.61 -1.14 0.91
O 6.174084 -2.293108 2.744926 -0.95 0.53 0.36
C 6.260396 -0.950234 3.259258 3.16 -0.80 -1.45
C 6.476686 0.058389 2.091814 -1.45 0.19 -0.14
N 7.736114 0.242114 1.325191 -0.42 -2.08 -0.43
C 7.513218 0.936391 0.030986 -0.99 0.44 0.87
C 8.851967 1.108836 -0.652360 -0.71 -1.04 -0.35
O 9.227760 2.459695 -0.587248 0.66 0.23 -0.48
C 10.587581 2.551367 -0.945193 0.75 -1.58 1.66
H 5.502320 -4.144133 3.100869 -0.12 0.34 0.24
H 4.378181 -2.923227 3.722199 0.57 0.38 0.17
H 6.010586 -3.293569 4.617959 -1.18 0.49 -1.44
H 7.168410 -0.964795 3.897119 -0.35 0.35 0.04
H 5.424560 -0.727666 3.871153 -1.08 0.50 0.27
H 6.241592 1.010215 2.529270 0.09 0.80 0.38
H 5.589020 -0.061778 1.427742 0.39 -0.30 -0.10
H 8.051998 -0.691059 0.977281 -0.21 0.74 0.82
H 7.100046 1.919111 0.230682 0.18 0.45 0.25
H 6.679520 0.516230 -0.577502 0.71 -0.49 0.05
H 8.800894 0.701537 -1.696839 0.27 0.55 0.54
H 9.571068 0.498696 -0.081359 -0.01 0.08 -0.31
H 11.019634 3.495654 -0.710659 -0.20 1.07 0.01
H 10.783635 2.290962 -1.971613 -0.06 -0.11 -0.61
H 11.177641 1.826385 -0.283447 -0.55 0.63 -0.89
C -4.836494 0.576449 -4.016289 -0.28 -0.45 -0.78
O -4.179758 -0.584767 -3.634297 1.58 -0.64 1.11
C -2.825929 -0.327690 -3.100006 -2.63 0.79 0.52
C -1.963745 -1.531710 -3.095819 0.29 -1.13 -1.26
N -2.331174 -2.465979 -4.134066 -1.68 -1.08 0.40
C -3.457458 -3.381391 -3.770106 0.88 0.47 -1.55
C -4.027322 -3.544205 -2.393986 0.80 -0.84 0.36
O -3.221008 -4.410310 -1.562915 -0.19 0.11 -0.71
C -3.818239 -4.792193 -0.361248 -0.38 -0.50 1.53
H -5.814006 0.230386 -4.321908 -0.40 0.09 -0.44
H -4.321389 1.031791 -4.860847 0.01 0.31 -0.19
H -5.013013 1.309957 -3.255580 0.32 0.48 0.86
H -2.956637 -0.005526 -2.069196 -0.04 0.39 0.24
H -2.469157 0.529957 -3.652510 0.61 0.01 -0.38
H -1.842010 -2.037909 -2.150774 -0.39 0.08 0.82
H -0.998561 -1.203486 -3.358123 1.41 0.52 -0.19
H -1.593989 -3.038949 -4.497487 0.72 0.30 0.26
H -3.173505 -4.363751 -4.146546 0.03 -0.34 0.24
H -4.320798 -3.133897 -4.383732 -0.17 0.43 -0.09
H -4.955768 -4.049863 -2.689507 -0.35 0.09 1.01
H -4.157276 -2.620126 -1.842910 -0.47 0.36 -0.15
H -3.238132 -5.685190 0.034220 -0.73 1.03 -0.46
H -4.911495 -5.087225 -0.443894 1.08 0.21 -0.24
H -3.779826 -3.998925 0.450697 0.09 -0.57 -0.90
C -3.360235 6.293050 2.204717 1.49 1.19 0.22
O -3.161904 5.012717 2.707734 -0.39 -0.51 -0.69
C -2.317862 4.231195 1.902536 1.07 -0.37 -0.03
C -2.194504 2.878249 2.571831 -0.13 -1.49 2.17
N -3.437682 2.011429 2.655175 0.36 1.18 0.22
C -4.255881 2.341178 3.838824 -0.97 -1.07 -1.01
C -5.460077 1.355142 3.906818 0.69 0.09 -1.66
O -5.211504 0.059760 4.394320 0.59 -0.91 -0.37
C -5.152079 -1.010391 3.409854 1.15 1.46 1.20
H -2.343347 6.859500 2.217633 -1.57 -0.59 -0.08
H -4.033434 6.712397 2.950415 -0.09 0.64 -0.42
H -3.761199 6.366588 1.162330 0.12 -0.34 0.72
H -1.309087 4.713723 1.853708 -0.35 -0.37 0.24
H -2.609245 4.180975 0.842726 -0.60 -0.11 0.37
H -1.885412 3.050608 3.673743 -0.12 0.05 -1.58
H -1.424770 2.221043 2.154811 0.13 0.51 -0.34
H -3.181251 1.034490 2.757089 0.47 0.17 -0.12
H -4.687717 3.324635 3.664063 0.03 0.13 0.16
H -3.706006 2.356261 4.790934 0.10 -0.11 -0.12
H -5.933579 1.253152 2.893876 0.38 0.41 0.58
H -6.168445 1.777854 4.555547 -1.17 0.66 0.98
H -6.116817 -1.167737 2.985913 -0.78 -0.18 -0.47
H -4.840078 -1.850619 4.012386 0.02 -0.48 -0.16
H -4.395750 -0.804240 2.628513 -0.35 -0.11 0.23
C 0.159913 3.982313 -6.411536 -1.79 0.93 -0.60
O 0.127987 5.083249 -5.496817 -0.07 -1.08 -0.57
C 1.074090 4.891093 -4.474787 0.65 -0.04 0.33
C 0.946565 6.015129 -3.513418 -1.73 1.23 0.03
N -0.357703 5.965682 -2.797814 0.20 -0.71 -0.33
C -1.077472 7.215103 -2.711883 0.32 0.72 -1.50
C -2.449557 6.937215 -2.193846 -0.87 -0.14 0.38
O -3.229393 8.106320 -2.159522 -0.68 0.40 0.53
C -4.543138 7.775921 -1.730219 -0.78 0.13 -0.16
H -0.678148 4.105854 -7.160461 0.69 -0.02 1.02
H 0.039394 3.021401 -5.918056 0.04 -0.12 0.23
H 1.051038 4.001050 -6.996594 1.03 -0.12 -0.28
H 2.102171 4.888901 -4.842941 0.12 -0.03 -0.40
H 0.958514 3.950021 -3.940810 -0.36 -0.45 -0.08
H 0.941358 6.933440 -4.124967 0.32 0.02 0.15
H 1.773431 6.049958 -2.826721 0.37 -0.05 0.38
H -0.975549 5.316470 -3.312488 0.49 0.31 0.36
H -1.077479 7.718444 -3.759084 -0.34 -0.36 1.56
H -0.673431 7.911909 -1.977918 0.65 0.08 -0.20
H -2.406828 6.601742 -1.137120 0.28 -0.48 -0.52
H -3.001685 6.224809 -2.812116 0.26 -0.54 0.02
H -5.147868 7.445335 -2.612442 0.34 0.03 0.69
H -5.018773 8.678050 -1.309860 0.27 -0.23 -0.28
H -4.621857 6.985334 -0.926344 0.49 0.58 -0.83
C 8.673384 -3.085503 0.798579 0.92 -1.51 1.45
O 8.634622 -2.337610 -0.371955 -0.67 -0.53 -1.55
C 7.903198 -3.072634 -1.375253 -0.45 -1.01 1.28
C 6.467267 -2.650076 -1.554008 -0.03 -0.68 0.17
N 5.793316 -2.841388 -0.279547 -1.58 -0.42 -0.15
C 4.331689 -2.689170 -0.384076 -2.01 -0.41 -1.28
C 3.533205 -2.652933 0.950095 1.36 -0.29 0.02
O 3.613976 -3.985564 1.514163 -0.32 0.84 -0.15
C 2.507788 -4.225208 2.360270 -0.37 -0.15 -0.90
H 8.915274 -4.187730 0.585127 -0.58 1.29 0.21
H 7.720873 -3.006306 1.382469 1.02 -0.20 -0.29
H 9.579044 -2.756984 1.347643 -0.73 0.17 0.15
H 7.892433 -4.177463 -1.096736 0.07 1.32 -0.28
H 8.385055 -2.989156 -2.301293 1.09 0.36 -1.37
H 6.066514 -3.411034 -2.258776 -0.06 0.81 0.02
H 6.402774 -1.608740 -1.941369 -0.18 -0.53 -0.08
H 6.004502 -2.035770 0.262922 0.75 0.54 1.02
H 3.754565 -3.480406 -0.987662 1.56 0.49 0.75
H 4.135215 -1.799437 -1.018415 -0.31 0.17 0.63
H 2.459965 -2.459660 0.822957 0.47 0.34 -0.48
H 3.976659 -1.872034 1.634249 -0.50 -0.82 -0.34
H 2.585867 -5.260544 2.681489 -0.14 -0.08 0.09
H 1.539736 -4.050166 1.824423 0.55 -0.27 0.32
H 2.495866 -3.570830 3.216901 0.08 0.33 0.55
C -6.783919 4.954946 0.536361 -0.70 -1.98 1.98
O -6.670188 4.370128 -0.724428 -0.06 0.07 -0.23
C -5.691820 3.332515 -0.747731 0.68 0.53 0.14
C -6.326557 1.977096 -0.462249 1.80 -0.19 -1.10
N -5.297615 0.947122 -0.308814 -0.82 -0.79 -0.72
C -5.828861 -0.413921 -0.111215 1.70 0.34 -2.56
C -6.604160 -0.988873 -1.289263 0.18 0.18 -1.12
O -7.990305 -0.881407 -1.043204 -0.79 0.66 0.21
C -8.833617 -1.443046 -2.020455 -1.48 1.31 -0.16
H -6.016297 5.683764 0.785727 0.08 0.20 -0.17
H -6.799766 4.160662 1.369555 0.68 0.71 -0.98
H -7.789685 5.304854 0.713001 -0.27 0.89 -0.61
H -4.904564 3.625846 0.001758 -0.37 -0.67 -0.65
H -5.260088 3.323542 -1.762503 0.06 0.05 0.46
H -6.884155 1.696907 -1.329813 -0.63 -0.08 -0.67
H -7.015447 2.058833 0.320359 -1.11 0.04 1.69
H -4.741107 1.118334 0.486464 0.93 0.72 1.10
H -6.480113 -0.476015 0.661161 -2.28 0.02 2.81
H -5.010882 -1.089661 0.163133 0.18 0.23 -0.34
H -6.359066 -2.051264 -1.384461 0.09 -0.06 -0.26
H -6.385647 -0.462446 -2.252786 0.22 -0.50 0.74
H -8.627966 -2.478525 -2.085693 0.25 -1.36 -0.42
H -8.818187 -0.979501 -3.064991 0.44 -0.31 1.29
H -9.908767 -1.346457 -1.658713 1.38 0.03 -0.30
C 0.359118 -2.417104 -6.729722 0.81 -0.41 0.19
O 0.462346 -2.258499 -5.326951 -0.51 0.04 0.27
C 1.760313 -2.455954 -4.771557 -0.65 0.37 1.59
C 1.659832 -2.348359 -3.214906 -0.16 1.12 0.45
N 0.995956 -3.429628 -2.464333 2.01 0.61 -0.19
C 1.734393 -4.705949 -2.391147 -4.60 -0.45 -0.88
C 1.373170 -5.313344 -1.007662 1.96 0.11 0.52
O 0.013329 -5.493249 -0.640906 -0.93 -1.61 -1.78
C -0.581889 -6.644830 -1.368318 1.02 -0.79 1.37
H -0.693671 -2.293570 -7.034949 0.51 0.19 0.25
H 0.697165 -3.435234 -7.058084 -0.19 0.59 0.26
H 1.038619 -1.677640 -7.182504 -0.40 -0.14 -0.38
H 2.494047 -1.720886 -5.083097 0.03 0.11 -0.48
H 2.061137 -3.441274 -5.024256 0.68 -1.15 -0.43
H 1.187271 -1.356652 -2.995785 -0.21 -0.93 -0.20
H 2.653902 -2.118617 -2.716125 -0.70 -0.82 -0.96
H 0.011298 -3.523748 -2.560158 -0.63 0.02 -0.32
H 2.731526 -4.496975 -2.647804 1.59 -0.06 0.51
H 1.364358 -5.407352 -3.226262 0.52 0.57 0.96
H 1.792820 -4.605951 -0.261745 -0.30 -0.51 -0.34
H 1.876710 -6.288301 -0.887069 0.06 0.21 0.02
H 0.113944 -7.537333 -1.452238 -0.23 1.03 0.70
H -0.772899 -6.458064 -2.395009 -0.53 0.88 -0.89
H -1.498715 -7.042151 -0.873087 0.67 0.88 -0.15
C 3.304957 0.414987 -3.991982 -1.65 1.77 2.49
O 3.996659 -0.074924 -4.845561 1.58 -0.88 -0.75
N 3.664844 0.689356 -2.661560 -0.61 -0.41 -1.21
N 2.039566 0.823867 -4.296421 -2.48 0.91 -0.53
H 4.550263 0.272922 -2.497908 0.70 -0.17 0.54
H 3.019753 0.834783 -1.822130 0.54 -0.18 -0.87
H 1.708398 0.708599 -5.276148 0.66 0.05 1.42
H 1.362581 1.302711 -3.641252 1.35 -0.88 -0.88
C -1.132297 -5.134113 3.831429 -1.92 -0.72 0.60
C -1.164218 -5.303111 2.349292 -0.34 -0.04 0.32
O -1.134109 -4.005151 1.803148 -0.50 0.03 0.09
O -2.357626 -4.499168 4.293860 0.75 -0.88 0.25
H -0.292851 -4.564084 4.173697 0.70 0.47 -0.05
H -1.048027 -6.149885 4.276697 -0.37 0.67 0.03
H -1.987087 -5.988356 2.015784 0.13 0.97 0.24
H -0.283801 -5.836608 2.131112 1.48 -0.69 -0.74
H -1.003482 -4.063665 0.857948 0.12 -0.11 -0.62
H -2.437975 -3.687458 3.793606 0.05 0.31 -0.26
C -1.861592 3.207109 -1.531490 -0.58 0.23 -0.40
C -0.375789 3.029498 -1.449444 -1.39 0.42 2.96
O -0.017502 1.837121 -2.054904 0.03 -0.15 -1.04
O -2.242847 3.231081 -2.915023 0.26 -0.16 -0.30
H -2.167244 4.162899 -1.057811 0.21 -0.40 -0.53
H -2.421378 2.400327 -1.043031 0.17 -0.08 0.16
H -0.149868 3.023549 -0.343663 0.10 -0.21 -0.94
H 0.056525 3.921947 -1.828585 0.80 0.56 -0.68
H 0.800298 1.627315 -1.587590 0.93 -0.98 0.77
H -1.651888 2.571923 -3.331980 -0.48 0.39 0.19
```
Positions in Å, forces in eV/Å.

Computed properties:
**Total energy**: -131545.5081 eV
**E_LUMO**: 2.061 eV
**Total charge**: -1
**Gap between HOMO and LUMO**: 8.3421 eV
**ΔE to the lowest compared entry with this formula, charge and spin**: 37.95 kcal/mol
**Multiplicity**: 1